1.
152
Properties=species:S:1:pos:R:3:forces:R:3 method="wB97M-V/def2-TZVPD" orbital_gap_ev=9.27 charge=0
C -5.1835 16.0874 20.0025 -0.697 0.082 -2.085
O -4.3507 16.4761 20.7634 1.928 0.333 2.030
N -5.7036 14.8003 20.0273 -1.001 0.626 -1.061
N -5.5757 16.8966 18.9623 -1.157 -1.814 0.101
H -4.9855 14.1783 20.3381 0.076 -0.502 0.156
H -6.1867 14.5500 19.1400 0.632 0.041 0.982
H -5.2191 17.8058 18.9283 0.537 1.365 0.311
H -6.4950 16.7316 18.5921 -0.130 -0.004 -0.473
C -3.0803 11.5046 13.2650 -0.882 0.262 1.535
O -4.1410 11.4551 12.6062 0.370 -0.083 0.661
N -1.8808 11.3587 12.7593 1.201 -0.130 -1.848
N -3.0370 11.6350 14.6426 -1.777 0.187 0.266
H -1.8561 11.4045 11.7621 0.218 -0.036 -0.408
H -1.0871 11.7171 13.2640 0.481 0.044 0.299
H -2.2684 12.0720 15.1830 -0.782 -0.582 -0.883
H -3.9991 11.7413 14.9850 0.956 0.488 0.363
C -9.4807 17.6110 19.8801 -0.861 2.838 -1.136
O -8.8920 18.0746 18.9116 0.939 1.008 -1.374
N -9.0545 16.5560 20.4994 2.391 -1.962 0.635
N -10.5791 18.2397 20.3786 -0.359 -0.998 1.129
H -8.2932 15.9628 20.1895 0.051 0.709 -0.556
H -9.6730 16.0473 21.0219 -1.976 -1.341 1.719
H -11.0028 19.1170 20.0548 0.606 -0.350 -0.048
H -10.8464 17.9069 21.2952 -0.293 0.278 -0.227
C -4.6033 20.5078 18.5173 2.027 0.899 -1.419
O -3.6143 19.8452 18.7907 0.341 -0.813 0.552
N -4.4894 21.4806 17.5406 0.265 -0.760 0.518
N -5.7990 20.3601 19.0592 -0.629 -2.125 2.725
H -5.3620 21.9632 17.3601 0.837 0.627 -0.634
H -3.5090 21.6031 17.1944 -2.027 0.236 0.219
H -6.5260 20.9767 18.8864 -1.543 1.489 -0.667
H -5.9045 19.8678 19.9708 0.527 0.370 -1.380
C -11.1318 11.6576 18.6989 -0.866 -0.668 -1.770
O -11.8996 11.9228 19.6157 0.395 0.338 1.695
N -11.7430 11.5354 17.4532 1.218 0.051 -0.747
N -9.8017 11.3507 18.7750 -1.077 0.522 2.267
H -12.6779 11.9052 17.2805 0.665 -0.026 0.735
H -11.1309 11.6006 16.6489 -0.101 -0.101 0.009
H -9.3991 11.3154 19.7337 -0.544 0.152 -1.434
H -9.2383 11.0785 17.9937 0.299 -0.034 -0.572
C -11.6039 14.0064 14.2615 -2.451 -0.392 0.648
O -10.9478 14.9793 14.6060 0.393 -0.112 -0.055
N -11.1382 12.9219 13.6194 1.540 0.485 -0.106
N -12.9555 13.8957 14.5477 -0.264 -1.387 -1.032
H -10.1883 13.1515 13.3283 0.073 -0.914 -0.898
H -11.7616 12.3119 13.1091 0.465 0.213 0.041
H -13.4102 12.9868 14.2779 0.644 1.665 0.797
H -13.2594 14.3663 15.3751 -0.455 0.384 0.472
C -10.9723 21.4204 19.1786 -0.056 -0.003 -2.122
O -11.7532 20.6096 19.6509 -0.620 -0.129 0.820
N -11.0643 21.7728 17.8437 0.172 -0.304 0.658
N -9.9419 22.0007 19.8644 -1.298 -0.769 1.079
H -10.1854 22.1458 17.5522 0.144 0.456 -0.584
H -11.4267 21.0629 17.1958 0.108 0.162 0.354
H -9.3531 22.6192 19.3849 0.859 0.875 -0.759
H -10.2223 22.2883 20.7828 0.255 -0.122 0.420
C -8.2052 21.4868 16.7466 -1.080 -1.968 0.558
O -7.8980 22.1302 17.7544 0.383 0.668 -0.210
N -8.6029 20.1896 16.8231 0.456 -0.628 -0.655
N -8.3568 21.9431 15.5008 0.380 1.181 -0.418
H -8.6098 19.7508 17.7434 -0.081 -0.409 -0.426
H -8.8991 19.6891 15.9483 0.190 0.628 1.698
H -8.3887 21.2974 14.7574 -0.297 -0.699 -0.937
H -8.2895 22.9004 15.2732 0.350 0.849 0.018
C -7.4738 13.1202 12.1675 1.625 0.278 -1.150
O -8.5284 13.6673 12.4801 -0.323 0.039 0.352
N -7.4295 11.9650 11.4520 -2.799 -1.424 -0.896
N -6.2472 13.6633 12.3740 0.197 -1.852 -0.586
H -6.6632 11.5084 10.9934 0.598 0.517 0.385
H -8.3484 11.6874 11.0509 1.185 0.335 0.739
H -6.2736 14.4989 12.8813 0.589 1.261 1.104
H -5.3954 13.0699 12.2558 -0.910 0.858 0.437
C -11.5009 14.2073 22.2711 -0.553 2.269 0.900
O -11.1397 14.8429 21.2892 0.456 -0.185 -0.610
N -12.1054 13.0118 22.2145 0.659 -0.564 0.268
N -11.4072 14.8412 23.5343 -0.810 -1.434 0.103
H -12.1577 12.5914 23.1529 -0.069 -0.410 -1.264
H -11.9118 12.4945 21.2992 -0.449 0.210 1.343
H -12.1832 14.6391 24.1657 0.525 0.013 -0.179
H -11.1461 15.8115 23.5659 0.054 -0.013 -0.494
C -0.1169 13.6476 15.0205 0.254 2.349 2.658
O 0.0119 12.5930 14.4480 -0.132 -1.252 -1.200
N 0.2526 13.7913 16.3626 -0.156 -0.685 -0.932
N -0.5589 14.8370 14.4466 1.797 -1.539 1.714
H -0.2202 14.4388 16.9641 -0.117 0.988 -0.223
H 0.4757 12.9600 16.8746 0.188 -0.560 -0.469
H -1.1406 14.6986 13.6881 -1.292 0.147 -1.642
H -0.6571 15.6145 15.0707 -0.315 0.301 0.147
C -8.3297 15.2206 16.9003 -1.182 -0.724 -3.237
O -7.5431 15.1077 17.8049 1.027 -0.147 1.823
N -9.0295 16.4054 16.7416 -0.416 0.083 -0.417
N -8.4635 14.2113 15.9363 -0.256 1.800 0.960
H -9.7260 16.8332 16.0851 1.103 -1.725 0.449
H -8.7243 17.0415 17.4567 -0.207 0.503 0.475
H -9.2757 14.3193 15.3685 -0.461 -0.096 -0.654
H -8.1299 13.2822 16.1099 -0.033 -0.200 0.502
C -9.9539 20.0496 12.6039 0.715 -1.035 2.072
O -8.9863 19.5733 13.2646 -1.171 0.340 0.139
N -11.2405 20.0183 13.0430 0.117 0.851 -2.200
N -9.6617 20.5632 11.4149 0.194 0.005 -1.017
H -11.3841 19.8985 14.0431 -0.385 -0.115 0.542
H -11.9685 20.4032 12.3990 0.976 -0.587 1.299
H -8.7251 20.4462 11.1073 0.581 -0.045 -0.039
H -10.1939 21.2404 10.9496 -0.952 0.713 -0.536
C -6.8143 17.0464 14.2496 0.020 -1.088 0.856
O -6.1550 16.0931 14.6687 0.226 -0.589 -0.499
N -7.9201 16.8402 13.4905 -0.649 0.116 -0.336
N -6.3901 18.3032 14.5880 -1.203 0.529 -0.953
H -8.6596 17.5351 13.4488 0.517 0.221 -0.119
H -8.2378 15.8834 13.2711 0.656 0.550 0.507
H -7.0818 19.0089 14.4290 -0.194 0.523 -0.247
H -5.9363 18.4075 15.4704 0.337 -0.364 0.383
C -12.1281 18.5181 16.1008 1.700 0.786 0.545
O -11.6148 19.5981 15.7287 -0.518 0.218 0.250
N -12.2137 17.4647 15.2699 -1.271 -0.865 1.316
N -12.4215 18.2693 17.4166 -0.193 -1.024 -2.096
H -12.5845 16.6109 15.6802 0.227 0.086 -0.198
H -11.8439 17.3723 14.3580 0.449 0.591 -0.616
H -12.4695 18.9155 18.1523 0.156 1.384 0.568
H -12.8013 17.3616 17.5696 -0.311 -0.524 0.344
C -7.2254 10.3791 15.9369 0.024 -0.652 1.165
O -8.1249 11.0143 16.5071 0.464 0.053 -0.727
N -6.6296 10.7188 14.7746 -2.122 1.976 0.181
N -6.7096 9.2280 16.4403 0.692 0.159 -1.399
H -5.7803 10.3524 14.4715 1.454 -0.658 -0.525
H -6.8043 11.6799 14.5237 0.142 -0.021 -0.401
H -6.9817 8.8149 17.2922 -0.316 -0.258 0.660
H -5.9932 8.8298 15.8455 -0.206 -0.447 0.798
C -4.1422 14.3883 16.6212 -1.350 1.164 -0.780
O -3.5415 13.9020 17.5553 0.879 -0.353 0.561
N -5.2947 13.7285 16.1242 1.387 -1.052 1.708
N -3.8057 15.5844 16.0114 -0.576 -1.847 -0.235
H -5.9661 14.2616 15.6356 -0.712 0.983 -0.589
H -5.7036 13.2105 16.9257 0.359 0.485 -0.991
H -4.5194 16.0241 15.4634 -0.501 0.078 -0.357
H -3.1953 16.1980 16.4777 0.872 0.326 0.787
C -12.9617 14.9437 18.0338 0.324 0.132 -0.738
O -13.2873 15.5296 17.0018 -1.215 0.341 -1.391
N -13.8274 14.2127 18.7343 0.363 -0.266 0.832
N -11.6936 14.9834 18.4250 0.704 -0.269 2.094
H -14.7911 14.2176 18.4629 -0.058 -0.120 0.246
H -13.4055 13.6845 19.4864 -0.720 -0.381 -0.007
H -11.5199 14.9521 19.4575 0.414 -0.172 -1.271
H -11.0720 15.4503 17.7839 0.266 0.266 0.269
C -1.1732 16.8758 18.0377 0.035 -0.194 0.058
O -0.4935 16.2387 17.2369 0.601 0.081 -0.880
N -1.1052 18.2366 18.1327 -0.311 -0.230 0.419
N -1.9999 16.1923 18.8489 -0.296 0.766 0.426
H -0.5156 18.6880 17.4685 0.388 -0.081 -0.399
H -1.9899 18.6891 18.2429 -0.515 0.549 0.548
H -2.2232 15.2806 18.4890 -0.337 -0.403 0.296
H -2.5645 16.6126 19.5832 0.005 -0.121 -0.278

2.
37
Properties=species:S:1:pos:R:3:forces:R:3 method="wB97M-V/def2-TZVPD" orbital_gap_ev=7.75 charge=0
Be 1.0111 0.0286 -0.0733 -0.094 0.269 -0.304
Cl 2.5448 4.4325 4.8493 -0.002 -0.002 -0.004
C 2.3270 3.5332 3.3981 0.008 0.009 0.045
C 2.0522 2.1710 3.4569 0.004 -0.014 -0.035
Cl 1.9350 1.3515 4.9628 0.003 0.021 0.001
C 1.8785 1.4747 2.2741 -0.030 -0.329 0.045
Cl 1.5547 -0.2475 2.2592 0.024 0.242 0.162
C 1.9637 2.0665 1.0108 0.004 -0.036 -0.212
O 1.8105 1.3599 -0.0792 0.008 -0.040 0.259
C 2.2505 3.4393 0.9754 0.002 -0.001 0.040
Cl 2.3737 4.1883 -0.5660 -0.003 0.000 0.017
C 2.4271 4.1565 2.1522 0.008 0.065 -0.039
Cl 2.7703 5.8401 2.0720 -0.002 -0.022 0.008
Cl 5.2229 -3.3001 -0.6401 -0.025 0.001 -0.018
C 3.7263 -2.6791 -1.2340 0.079 -0.006 0.051
C 3.1863 -3.1371 -2.4231 -0.003 -0.019 -0.025
C 1.9835 -2.6016 -2.8480 -0.030 0.020 -0.015
C 1.3600 -1.6430 -2.0716 0.047 -0.063 0.061
N 1.8993 -1.2052 -0.9277 -0.080 -0.187 -0.032
C 3.0630 -1.7077 -0.5108 0.012 0.149 -0.059
H 3.7007 -3.8966 -2.9959 0.001 0.004 -0.001
H 1.5229 -2.9278 -3.7690 0.007 -0.006 -0.001
H 0.4028 -1.2128 -2.3346 -0.005 -0.005 0.010
H 3.4696 -1.3135 0.4106 -0.001 -0.017 0.006
C -0.6760 -0.1591 -0.2125 0.083 -0.048 0.042
C -1.8730 -0.3236 -0.3327 -0.099 0.004 -0.008
C -3.2938 -0.5008 -0.4673 0.074 0.007 0.007
C -4.0552 0.4102 -1.2014 -0.009 0.041 -0.029
C -5.4238 0.2386 -1.3312 0.007 -0.016 0.015
C -6.0532 -0.8424 -0.7290 0.011 0.002 -0.001
C -5.3039 -1.7528 0.0039 0.001 0.014 -0.007
C -3.9348 -1.5851 0.1344 -0.002 -0.038 0.016
H -3.5622 1.2544 -1.6652 0.006 -0.005 0.005
H -6.0013 0.9538 -1.9026 -0.003 -0.001 0.001
H -7.1229 -0.9736 -0.8286 0.001 -0.002 -0.002
H -5.7876 -2.5973 0.4777 -0.003 0.001 0.000
H -3.3486 -2.2921 0.7066 0.005 0.007 -0.002

3.
2
Properties=species:S:1:pos:R:3:forces:R:3 method="wB97M-V/def2-TZVPD" orbital_gap_ev=6.05 charge=0
C -1.0622 0.1857 0.6583 3.996 -0.699 -2.476
C 1.0622 -0.1857 -0.6583 -3.996 0.699 2.476

4.
2
Properties=species:S:1:pos:R:3:forces:R:3 method="wB97M-V/def2-TZVPD" orbital_gap_ev="7.16 / 7.13" charge=+1 spin_multiplicity=2
C -0.3906 0.1380 0.5007 -0.692 0.245 0.888
C 0.3906 -0.1380 -0.5007 0.692 -0.245 -0.888

For each record above, in turn, the calculated energy above the lowest of the compared OMol25 structures with the same formula, charge and spin values are 11.72, 8.12, 651.41, 3.92 kJ/mol.
For each record above, in turn, the calculated molecular weight values are 1141.06, 489.02, 24.02, 24.02 g mol⁻¹.